{
  "formula": "C7H11BrN2",
  "method": "wB97M-V/def2-TZVPD",
  "gap_ev": 9.72,
  "molar_mass_g_mol": 203.1,
  "e_above_lowest_ev": 0.7957,
  "e_tot_ev": -80458.142,
  "total_charge": 0,
  "smiles": "CC(C)(C)c1n[nH]cc1Br",
  "elements": ["C", "C", "C", "C", "C", "C", "C", "N", "N", "Br", "H", "H", "H", "H", "H", "H", "H", "H", "H", "H", "H"],
  "positions_angstrom": [[-2.656, 2.080, -0.053], [-2.302, 0.774, -0.082], [-0.691, 0.837, 0.037], [-0.007, -0.806, -1.388], [-0.067, -1.170, 1.321], [1.692, 0.217, 0.114], [0.256, -0.285, 0.050], [-0.369, 2.054, 0.104], [-1.475, 2.848, -0.036], [-3.545, -0.659, -0.010], [-3.533, 2.649, -0.329], [0.481, -1.758, -1.601], [-1.026, -0.996, -1.527], [0.452, -0.127, -2.125], [-1.024, -0.797, 1.657], [-0.074, -2.249, 1.303], [0.796, -0.962, 2.012], [2.263, -0.475, 0.784], [2.229, 0.227, -0.895], [1.646, 1.299, 0.534], [-1.417, 3.674, 0.471]],
  "forces_ev_per_a": [[1.60, 0.76, -0.84], [2.39, 0.40, 0.63], [-4.38, -0.45, 0.50], [2.05, -1.20, 0.24], [1.24, 1.04, -0.23], [1.26, 1.17, 0.27], [0.08, -1.08, -1.06], [0.11, 1.92, 0.04], [-0.61, -2.56, -0.59], [0.63, 0.33, -0.24], [-0.39, -0.53, 0.55], [0.24, -0.22, 0.30], [-1.61, 0.03, -0.58], [-0.71, 0.08, 0.34], [-0.05, -0.29, 0.80], [-0.19, -0.36, -0.89], [-1.32, 0.17, -0.10], [-0.18, 0.86, -0.57], [-0.86, 0.13, 1.36], [0.66, -1.97, -0.59], [0.03, 1.78, 0.67]],
  "nbo_charge": [-0.081, -0.227, 0.232, -0.585, -0.598, -0.609, -0.133, -0.282, -0.381, 0.088, 0.232, 0.208, 0.210, 0.216, 0.217, 0.221, 0.213, 0.208, 0.213, 0.247, 0.391]
}

---

{
  "formula": "C7H11F3Si",
  "method": "wB97M-V/def2-TZVPD",
  "gap_ev": [5.22, 7.94],
  "molar_mass_g_mol": 180.2,
  "e_above_lowest_ev": 7.6027,
  "e_tot_ev": -23463.732,
  "total_charge": 0,
  "elements": ["C", "C", "C", "C", "C", "C", "C", "F", "F", "F", "Si", "H", "H", "H", "H", "H", "H", "H", "H", "H", "H", "H"],
  "positions_angstrom": [[-3.221, 0.684, -0.073], [2.244, 1.714, -0.560], [-2.008, 1.030, 0.358], [1.077, 1.627, 0.083], [-0.345, -0.186, -2.199], [0.935, -1.083, 2.086], [0.888, -2.096, 1.067], [1.263, -3.389, 1.422], [1.681, -1.828, -0.007], [-0.360, -2.284, 0.537], [-0.418, 0.727, -0.552], [-4.109, 0.870, 0.512], [-3.384, 0.205, -1.024], [3.093, 2.217, -0.127], [2.405, 1.281, -1.535], [-1.924, 1.503, 1.330], [1.000, 2.072, 1.067], [-0.083, 0.481, -3.019], [0.412, -0.967, -2.148], [-1.293, -0.663, -2.438], [1.912, -0.713, 2.332], [0.235, -1.202, 2.890]],
  "forces_ev_per_a": [[0.05, 0.01, -0.03], [-0.08, 0.00, -0.07], [0.56, -0.03, -0.52], [-0.63, -0.14, -0.54], [-0.09, 0.31, 0.45], [-0.34, 0.42, -0.30], [-0.13, -1.33, -1.16], [-0.07, 0.70, 0.26], [0.24, 0.16, 0.10], [-0.12, 0.03, 0.20], [0.62, -0.48, 1.26], [-0.11, 0.02, 0.14], [0.02, -0.11, -0.22], [0.16, 0.07, 0.13], [-0.02, -0.11, -0.19], [0.09, 0.06, 0.07], [-0.11, 0.03, 0.08], [0.01, 0.13, -0.02], [0.08, -0.01, 0.13], [-0.11, 0.02, 0.08], [0.23, 0.22, -0.04], [-0.25, 0.01, 0.17]],
  "nbo_charge": [-0.322, -0.351, -0.715, -0.715, -1.152, -0.583, 0.905, -0.359, -0.353, -0.356, 1.567, 0.200, 0.187, 0.197, 0.187, 0.236, 0.234, 0.253, 0.278, 0.256, 0.203, 0.202]
}

---

{
  "formula": "C7H11FO",
  "method": "wB97M-V/def2-TZVPD",
  "gap_ev": 9.03,
  "molar_mass_g_mol": 130.2,
  "e_above_lowest_ev": 0.0000,
  "e_tot_ev": -12200.638,
  "total_charge": 0,
  "smiles": "CC1=C(F)C(C)(C)CO1",
  "elements": ["C", "C", "C", "C", "C", "C", "C", "O", "F", "H", "H", "H", "H", "H", "H", "H", "H", "H", "H", "H"],
  "positions_angstrom": [[0.856, 0.135, -0.281], [0.991, -1.177, -0.072], [-1.104, -0.607, 0.786], [-0.561, 0.558, 0.041], [2.196, -2.087, -0.207], [-1.381, 0.854, -1.190], [-0.546, 1.841, 0.811], [-0.198, -1.682, 0.480], [1.840, 0.997, -0.567], [-1.040, -0.441, 1.844], [-2.120, -0.865, 0.602], [2.911, -2.173, 0.682], [2.840, -1.767, -1.042], [1.882, -3.064, -0.405], [-2.394, 0.934, -1.131], [-1.285, 0.096, -1.996], [-1.225, 1.840, -1.581], [-1.583, 2.042, 1.139], [-0.220, 2.800, 0.340], [0.139, 1.769, 1.746]],
  "forces_ev_per_a": [[-0.38, -1.55, 0.50], [0.15, 0.68, 0.91], [1.72, -0.49, 0.70], [0.32, 2.22, -1.49], [1.03, 1.42, 0.80], [1.77, -0.81, -2.37], [0.54, 1.50, 3.04], [0.47, -1.28, -0.65], [-0.18, 0.13, -0.39], [0.17, 0.15, 0.84], [-0.65, -0.38, -0.72], [-1.31, 0.47, -0.79], [-0.43, 0.04, 0.24], [-0.60, -1.55, -0.38], [-3.23, -0.31, 1.47], [0.47, 0.42, 0.34], [1.10, 0.49, -0.57], [0.41, 0.01, 0.20], [-0.09, -1.15, -0.36], [-1.28, -0.03, -1.30]],
  "nbo_charge": [0.320, 0.232, -0.036, -0.177, -0.660, -0.607, -0.599, -0.507, -0.316, 0.175, 0.195, 0.228, 0.232, 0.230, 0.212, 0.216, 0.213, 0.209, 0.229, 0.212]
}

---

{
  "formula": "C7H11IN2O",
  "method": "wB97M-V/def2-TZVPD",
  "gap_ev": 8.57,
  "molar_mass_g_mol": 266.1,
  "e_above_lowest_ev": 0.0000,
  "e_tot_ev": -20564.960,
  "total_charge": 0,
  "smiles": "Cn1ccn(C(C)(C)I)c1=O",
  "elements": ["C", "C", "C", "C", "C", "C", "C", "N", "N", "O", "I", "H", "H", "H", "H", "H", "H", "H", "H", "H", "H", "H"],
  "positions_angstrom": [[-1.517, -0.402, -1.534], [-0.492, 0.447, -1.427], [-0.292, -1.055, 0.302], [1.494, 2.187, -0.213], [1.342, 0.754, 1.777], [-2.326, -2.372, -0.217], [1.362, 0.839, 0.332], [-1.281, -1.437, -0.579], [0.240, 0.237, -0.261], [0.083, -1.642, 1.294], [3.086, -0.391, -0.458], [-2.072, -0.669, -2.435], [-0.589, 1.428, -1.978], [1.799, 2.187, -1.288], [0.469, 2.516, -0.016], [2.144, 2.729, 0.413], [1.298, -0.206, 2.216], [0.505, 1.374, 2.209], [2.327, 1.233, 2.176], [-2.025, -3.311, -0.588], [-2.275, -2.443, 0.887], [-3.280, -2.004, -0.613]],
  "forces_ev_per_a": [[1.37, -2.43, -0.14], [-0.75, 3.33, -0.46], [0.35, 1.19, -1.15], [-0.64, 0.38, -1.06], [1.75, 2.58, 3.22], [0.69, 0.81, 1.19], [0.49, -1.80, -2.25], [-0.38, 1.73, -0.08], [-2.58, -3.70, 0.87], [-0.29, 0.07, -0.41], [0.31, 0.09, 0.24], [-0.20, 0.58, 0.54], [1.05, -1.25, 0.64], [-0.48, 0.29, 1.00], [0.13, 0.98, -0.57], [1.00, 0.91, 0.36], [-0.14, -0.88, 0.06], [0.59, -0.51, -0.53], [-1.66, -0.68, -0.68], [-0.26, -1.34, -0.59], [-0.59, 0.00, -0.49], [0.23, -0.37, 0.30]],
  "nbo_charge": [-0.102, -0.056, 0.781, -0.661, -0.679, -0.407, 0.207, -0.419, -0.499, -0.628, -0.053, 0.229, 0.233, 0.240, 0.218, 0.230, 0.278, 0.221, 0.222, 0.207, 0.228, 0.209]
}

---

{
  "formula": "C7H11N",
  "method": "wB97M-V/def2-TZVPD",
  "gap_ev": 9.54,
  "molar_mass_g_mol": 109.2,
  "e_above_lowest_ev": 3.7198,
  "e_tot_ev": -8924.009,
  "total_charge": 0,
  "smiles": "C=C/C=C/CNC=C",
  "elements": ["C", "C", "N", "C", "C", "C", "C", "C", "H", "H", "H", "H", "H", "H", "H", "H", "H", "H", "H"],
  "positions_angstrom": [[3.412, 1.117, 0.306], [2.354, 0.301, 0.322], [1.333, 0.260, 1.310], [0.116, 0.992, 0.964], [-3.237, -1.451, -1.459], [-1.958, -1.318, -1.138], [-1.446, -0.646, 0.078], [-0.572, 0.315, -0.254], [3.490, 1.994, 0.953], [4.217, 0.879, -0.374], [1.961, -0.326, -0.484], [1.693, 0.299, 2.252], [-0.580, 0.745, 1.771], [0.272, 2.074, 0.961], [-4.139, -1.293, -0.866], [-3.598, -2.020, -2.337], [-1.174, -1.724, -1.766], [-2.039, -0.695, 0.975], [-0.104, 0.496, -1.214]],
  "forces_ev_per_a": [[-0.22, -0.63, -0.06], [-1.44, 0.33, 0.16], [0.86, 0.20, -0.40], [-0.89, -1.01, 0.64], [-1.24, -1.66, -0.74], [-0.64, -0.67, 0.58], [-0.51, 1.25, -3.12], [1.46, 0.36, 3.12], [0.18, -0.64, 0.24], [-0.02, 0.47, -0.31], [1.35, -0.15, -0.30], [-0.31, 0.67, 0.03], [0.04, 0.51, 0.16], [-0.05, 0.04, -0.52], [0.68, 0.76, 0.53], [0.88, 0.49, 0.10], [-0.18, 0.13, -0.38], [0.47, -0.09, 0.50], [-0.43, -0.38, -0.24]],
  "nbo_charge": [-0.470, 0.000, -0.659, -0.246, -0.398, -0.209, -0.220, -0.161, 0.203, 0.205, 0.180, 0.379, 0.194, 0.180, 0.194, 0.195, 0.205, 0.217, 0.208]
}

---

{
  "formula": "C7H11N",
  "method": "wB97M-V/def2-TZVPD",
  "gap_ev": 8.98,
  "molar_mass_g_mol": 109.2,
  "e_above_lowest_ev": 4.1155,
  "e_tot_ev": -8923.613,
  "total_charge": 0,
  "smiles": "C1CC2=C(C1)CNC2",
  "elements": ["C", "C", "C", "C", "C", "C", "C", "H", "H", "H", "H", "H", "H", "H", "H", "H", "H", "H", "N"],
  "positions_angstrom": [[2.321, -0.067, -0.219], [1.400, -1.122, 0.238], [0.014, -0.596, 0.048], [0.003, 0.706, -0.120], [1.372, 1.249, -0.023], [-1.533, 1.157, 0.151], [-1.369, -1.191, -0.155], [3.265, -0.098, 0.415], [2.611, -0.103, -1.316], [1.507, -2.243, -0.065], [1.396, -1.359, 1.406], [1.465, 1.774, 1.041], [1.804, 2.076, -0.683], [-1.587, 1.563, 1.216], [-1.964, 2.059, -0.531], [-3.239, 0.001, -0.691], [-1.277, -1.656, -1.286], [-1.569, -2.152, 0.677], [-2.237, -0.097, 0.042]],
  "forces_ev_per_a": [[0.85, 1.90, 0.25], [-1.89, -4.86, 2.48], [-0.47, -0.64, -1.37], [-2.37, 1.01, 0.56], [2.75, 2.19, 1.53], [1.50, 2.75, -0.74], [1.49, -4.25, 0.02], [-1.09, 0.51, -0.96], [-0.48, -0.24, 1.31], [0.17, 2.03, -0.35], [0.61, 1.00, -1.86], [0.16, -1.28, -1.72], [-1.27, -1.08, 0.40], [0.10, -0.36, -1.17], [1.04, -2.27, 1.28], [4.45, -0.69, 2.96], [-0.75, 0.75, 2.65], [0.36, 2.49, -2.47], [-5.14, 1.06, -2.80]],
  "nbo_charge": [-0.399, -0.440, -0.009, -0.055, -0.421, -0.211, -0.207, 0.220, 0.214, 0.223, 0.209, 0.200, 0.221, 0.180, 0.190, 0.376, 0.188, 0.169, -0.648]
}